[1]
Below is the molecule C26H25N5O2S, with properties calculated with wB97M-V/def2-TZVPD.

## Properties
- Relative energy (zero: lowest compared OMol25 entry of this formula, charge and spin): 180.8 kJ/mol
- LUMO level: 0.38 eV
- E_HOMO: -7.958 eV
- Frontier orbital gap: 8.3 eV
- E_tot: -49748.2451 eV

Geometry as ORCA input:
```
! wB97M-V def2-TZVPD RIJCOSX def2/J DEFGRID3
* xyz 0 1
C 5.773 1.272 -0.662
C 4.932 0.563 0.390
O 3.887 -0.204 -0.207
C 2.776 0.462 -0.540
O 2.597 1.640 -0.338
C 1.774 -0.421 -1.148
N 1.929 -1.682 -1.182
N 1.054 -2.516 -1.660
C 1.263 -3.885 -1.625
C 0.229 -4.732 -2.018
C 0.423 -6.099 -2.004
C 1.638 -6.630 -1.602
C 2.664 -5.785 -1.207
C 2.485 -4.415 -1.217
S 0.301 0.443 -1.768
C -0.777 -0.200 -0.545
N -1.368 -1.361 -0.573
N -2.053 -1.496 0.569
C -1.865 -0.427 1.295
C -2.527 -0.153 2.593
C -3.957 0.366 2.349
C -3.924 1.626 1.532
C -4.130 1.583 0.159
C -4.064 2.739 -0.599
C -3.784 3.952 0.008
C -3.567 4.003 1.374
C -3.636 2.846 2.129
N -1.048 0.447 0.631
C -0.519 1.689 1.036
C -0.669 2.796 0.215
C -0.118 4.004 0.597
C 0.579 4.107 1.788
C 0.738 2.995 2.596
C 0.198 1.779 2.222
H 5.162 1.997 -1.196
H 6.169 0.552 -1.373
H 6.597 1.791 -0.182
H 4.490 1.294 1.076
H 5.528 -0.162 0.948
H 0.135 -2.182 -1.965
H -0.719 -4.310 -2.319
H -0.379 -6.756 -2.307
H 1.785 -7.699 -1.594
H 3.611 -6.197 -0.892
H 3.271 -3.742 -0.914
H -1.961 0.595 3.151
H -2.570 -1.080 3.165
H -4.523 -0.407 1.827
H -4.428 0.555 3.316
H -4.345 0.637 -0.318
H -4.228 2.692 -1.666
H -3.733 4.855 -0.583
H -3.344 4.945 1.853
H -3.469 2.891 3.197
H -1.212 2.705 -0.714
H -0.229 4.865 -0.044
H 1.011 5.051 2.082
H 1.299 3.067 3.517
H 0.351 0.898 2.829
*
```

Atom charges from the Löwdin analysis, given in e for atoms 1 to 6: number 1, C, carries -0.06; number 2, C, carries -0.22; number 3, O, carries -0.01; number 4, C, carries -0.52; number 5, O, carries 0.08; number 6, C, carries -0.44

[2]
Below is a structure of composition C5H10AsCl10F6NiO8P2Y2, with properties calculated with wB97M-V/def2-TZVPD.

## Properties
- LUMO level (spin up / spin down): -6.79 / -6.78 eV
- E_HOMO (spin up / spin down): -11.315 / -10.486 eV
- ⟨S²⟩: 2.03
- Frontier orbital gap (spin up / spin down): 4.5 / 3.7 eV
- E_tot: -285798.7183 eV

Geometry as ORCA input:
```
! wB97M-V def2-TZVPD RIJCOSX def2/J DEFGRID3
* xyz 1 3
Y -2.869 -2.626 -0.765
Y -3.764 1.351 -1.178
Ni -0.487 -1.982 -3.306
P -3.021 -1.055 -3.399
O -2.006 -1.633 -4.398
O -4.027 -1.999 -2.669
O -3.162 0.459 -3.072
O -1.960 -1.311 -2.269
P -4.375 -0.960 0.871
O -4.587 0.548 0.615
O -2.967 -1.580 1.151
O -4.043 -0.732 -0.548
O -4.976 -2.044 -0.061
As 0.106 0.165 -0.433
F 0.895 1.711 -0.951
F 0.325 -0.336 -2.123
F -0.706 -1.429 -0.090
F 0.028 0.677 1.313
F -1.544 0.919 -0.740
F 1.642 -0.663 -0.061
C 2.201 -3.224 2.203
Cl 3.817 -3.828 1.766
Cl 0.911 -3.770 1.021
H 2.021 -3.658 3.187
H 2.239 -2.141 2.312
C -2.449 1.154 3.436
Cl -2.685 2.393 2.201
Cl -1.108 1.595 4.562
H -3.368 1.011 4.004
H -2.183 0.191 3.000
C 2.221 2.410 2.206
Cl 3.593 2.960 3.127
Cl 1.023 3.635 2.084
H 2.598 2.238 1.198
H 1.806 1.558 2.745
C 3.503 -2.700 -1.702
Cl 2.069 -2.669 -2.820
Cl 5.012 -2.444 -2.603
H 3.363 -1.871 -1.008
H 3.445 -3.640 -1.154
C 2.729 4.516 -1.488
Cl 2.159 5.074 -3.155
Cl 2.633 5.854 -0.279
H 2.170 3.644 -1.149
H 3.777 4.232 -1.581
*
```

Atom charges from the Löwdin analysis, given in e for atoms 1 to 6: number 1, Y, carries 1.71; number 2, Y, carries 1.87; number 3, Ni, carries 0.34; number 4, P, carries 0.24; number 5, O, carries -0.31; number 6, O, carries -0.40

[3]
Below is a cluster of 2 separate species, H3N2O2P in total, with properties calculated with wB97M-V/def2-TZVPD.

## Properties
- Relative energy (zero: lowest compared OMol25 entry of this formula, charge and spin): 578.8 kJ/mol
- LUMO level (spin up / spin down): -0.98 / -1.22 eV
- E_HOMO (spin up / spin down): -8.755 / -9.653 eV
- Frontier orbital gap (spin up / spin down): 7.8 / 8.4 eV
- E_tot: -16406.8762 eV

Geometry as ORCA input:
```
! wB97M-V def2-TZVPD RIJCOSX def2/J DEFGRID3
* xyz 0 1
N -1.195 -0.039 0.769
N 1.147 0.114 -0.215
O 0.839 1.290 -0.075
O 2.257 -0.346 -0.239
P -0.162 -1.107 -0.089
H -1.980 -0.231 1.324
H -0.977 0.982 0.904
H 0.071 -0.663 -2.380
*
```

Atom charges from the Löwdin analysis, given in e for atoms 1 to 6: number 1, N, carries -0.24; number 2, N, carries -0.70; number 3, O, carries -0.05; number 4, O, carries -0.03; number 5, P, carries 0.91; number 6, H, carries 0.01

[4]
Below is a cluster of 13 separate species, C20H68N28O12P in total, with properties calculated with wB97M-V/def2-TZVPD.

## Properties
- LUMO level: -2.49 eV
- E_HOMO: -10.253 eV
- Frontier orbital gap: 7.8 eV
- E_tot: -97432.3782 eV

Geometry as ORCA input:
```
! wB97M-V def2-TZVPD RIJCOSX def2/J DEFGRID3
* xyz 1 1
C -0.469 -1.449 -1.856
C -1.756 -0.761 -1.400
C -2.454 0.014 -2.510
C -2.845 -0.834 -3.725
C -4.322 -0.713 -4.112
C -5.243 -1.237 -3.040
N -6.674 -0.673 -3.153
C -7.476 -1.547 -2.538
N -8.721 -1.336 -2.157
N -6.870 -2.787 -2.307
C -5.681 -2.684 -3.210
P -4.503 -4.024 -2.794
N -3.476 -3.619 -1.695
H -0.496 -1.755 -2.899
H -0.262 -2.311 -1.228
H 0.375 -0.769 -1.729
H -1.491 -0.051 -0.614
H -2.420 -1.488 -0.938
H -3.330 0.512 -2.090
H -1.777 0.798 -2.849
H -2.296 -0.501 -4.604
H -2.611 -1.890 -3.594
H -4.513 -1.266 -5.032
H -4.534 0.337 -4.322
H -4.946 -0.960 -2.029
H -6.811 0.294 -2.887
H -9.131 -2.004 -1.528
H -9.304 -0.607 -2.522
H -6.529 -2.731 -1.340
H -6.018 -2.781 -4.238
H -3.932 -4.349 -4.036
H -5.347 -5.087 -2.430
H -3.533 -4.190 -0.856
C -12.775 -1.647 -4.857
O -13.744 -2.242 -5.272
N -12.844 -0.354 -4.403
N -11.528 -2.228 -4.812
H -12.056 0.168 -4.074
H -13.742 0.090 -4.430
H -11.453 -3.167 -5.155
H -10.703 -1.765 -4.487
C -3.182 -5.677 2.006
O -3.215 -5.047 0.959
N -2.888 -5.083 3.197
N -3.429 -7.019 2.058
H -2.844 -5.577 4.067
H -2.684 -4.101 3.183
H -3.635 -7.483 1.195
H -3.399 -7.555 2.904
C -6.692 -4.398 -6.799
O -6.690 -4.071 -5.613
N -7.420 -5.456 -7.248
N -5.967 -3.732 -7.738
H -7.438 -5.747 -8.207
H -7.957 -5.967 -6.574
H -5.412 -2.952 -7.437
H -5.953 -3.987 -8.707
C 1.836 -0.203 1.673
O 1.473 -0.522 2.799
N 1.554 1.025 1.139
N 2.562 -1.025 0.873
H 1.873 1.311 0.233
H 1.036 1.670 1.706
H 2.810 -1.927 1.230
H 2.881 -0.753 -0.035
C -1.686 -0.065 -7.745
O -2.686 -0.765 -7.850
N -1.754 1.252 -7.378
N -0.427 -0.531 -7.958
H -0.945 1.838 -7.283
H -2.663 1.638 -7.211
H -0.331 -1.492 -8.224
H 0.402 0.034 -7.846
C 3.884 2.892 3.773
O 3.767 3.586 2.752
N 4.285 3.418 4.953
N 3.610 1.564 3.764
H 4.402 2.885 5.806
H 4.461 4.405 4.976
H 3.308 1.159 2.898
H 3.683 0.979 4.574
C 5.784 1.211 0.338
O 4.782 0.533 0.099
N 5.727 2.384 1.002
N 7.040 0.807 -0.016
H 6.552 2.918 1.211
H 4.832 2.706 1.344
H 7.130 -0.068 -0.495
H 7.861 1.343 0.206
C 2.241 0.027 -5.455
O 2.159 0.608 -6.529
N 2.603 0.674 -4.310
N 1.987 -1.308 -5.319
H 2.694 0.220 -3.421
H 2.812 1.652 -4.381
H 1.725 -1.814 -6.143
H 2.054 -1.797 -4.447
C 2.228 7.296 2.850
O 1.925 7.001 3.993
N 1.886 8.509 2.301
N 2.926 6.459 2.030
H 2.124 8.780 1.367
H 1.376 9.146 2.881
H 3.196 5.556 2.395
H 3.182 6.698 1.092
C 5.609 2.967 8.659
O 5.302 2.679 7.506
N 4.739 3.610 9.492
N 6.825 2.672 9.182
H 4.963 3.860 10.436
H 3.835 3.841 9.127
H 7.483 2.192 8.598
H 7.105 2.891 10.119
C 9.042 3.095 2.970
O 8.695 3.128 1.796
N 8.215 3.476 3.983
N 10.283 2.665 3.344
H 8.474 3.445 4.950
H 7.288 3.774 3.738
H 10.910 2.380 2.616
H 10.590 2.627 4.296
C 9.215 1.070 11.744
O 9.123 1.763 10.741
N 9.583 1.586 12.953
N 8.959 -0.271 11.727
H 9.669 1.037 13.787
H 9.788 2.566 12.992
H 8.688 -0.675 10.851
H 9.031 -0.859 12.534
*
```

Atom charges from the Löwdin analysis, given in e for atoms 1 to 6: number 1, C, carries -0.10; number 2, C, carries -0.27; number 3, C, carries -0.21; number 4, C, carries -0.19; number 5, C, carries -0.15; number 6, C, carries -0.24

[5]
Below is the ion C2H7N4O with charge +1, with properties calculated with wB97M-V/def2-TZVPD.

## Properties
- Relative energy (zero: lowest compared OMol25 entry of this formula, charge and spin): 625.3 kJ/mol
- LUMO level: -4.65 eV
- E_HOMO: -14.575 eV
- Frontier orbital gap: 9.9 eV
- E_tot: -10182.8128 eV

Geometry as ORCA input:
```
! wB97M-V def2-TZVPD RIJCOSX def2/J DEFGRID3
* xyz 1 1
H -1.712 -1.228 -1.182
N -0.851 -1.559 -0.972
C 0.107 -0.777 -0.772
C 1.440 -1.213 -0.267
N 1.981 -0.017 0.383
O 1.332 1.118 -0.247
N 0.125 0.687 -0.766
N -1.166 1.271 -0.096
H 1.285 -2.058 0.400
H 2.146 -1.505 -1.037
H 1.647 -0.058 1.416
H -1.263 1.749 0.828
H -1.916 0.445 -0.065
H -1.509 1.948 -0.810
*
```

Atom charges from the Löwdin analysis, given in e for atoms 1 to 6: number 1, H, carries 0.02; number 2, N, carries 0.23; number 3, C, carries -0.33; number 4, C, carries -0.10; number 5, N, carries 0.02; number 6, O, carries -0.05

[6]
Below is a cluster of 9 separate species, C36H54O27 in total, with properties calculated with wB97M-V/def2-TZVPD.

## Properties
- Relative energy (zero: lowest compared OMol25 entry of this formula, charge and spin): 344.9 kJ/mol
- LUMO level: 0.21 eV
- E_HOMO: -10.648 eV
- Frontier orbital gap: 10.9 eV
- E_tot: -93489.6751 eV

Geometry as ORCA input:
```
! wB97M-V def2-TZVPD RIJCOSX def2/J DEFGRID3
* xyz 0 1
C 18.195 17.238 12.851
C 18.001 15.726 12.662
C 19.246 14.951 12.972
O 18.745 13.865 13.660
C 17.431 14.002 13.899
O 16.721 13.266 14.507
O 17.062 15.158 13.569
H 18.913 17.661 12.149
H 18.730 17.378 13.791
H 17.214 17.683 12.683
H 17.755 15.544 11.616
H 19.961 15.547 13.539
H 19.911 14.701 12.145
C 8.093 9.031 11.414
C 9.030 9.762 10.491
C 9.157 11.242 10.586
O 10.542 11.383 10.542
C 11.174 10.284 10.678
O 12.414 10.168 10.766
O 10.390 9.218 10.621
H 7.104 9.455 11.583
H 8.614 8.941 12.367
H 7.957 7.988 11.126
H 8.721 9.547 9.468
H 8.911 11.541 11.604
H 8.543 11.798 9.878
C 11.009 17.405 14.746
C 9.636 17.801 14.187
C 9.357 17.301 12.753
O 8.166 16.515 12.922
C 7.698 16.606 14.141
O 6.654 16.043 14.522
O 8.615 17.186 14.923
H 11.776 17.993 14.242
H 11.177 16.337 14.607
H 11.195 17.599 15.802
H 9.433 18.871 14.238
H 10.150 16.724 12.278
H 9.130 18.159 12.120
C 14.865 20.154 12.395
C 15.833 21.284 12.756
C 15.930 21.497 14.270
O 17.320 21.537 14.492
C 17.972 21.205 13.372
O 19.191 21.027 13.329
O 17.149 21.036 12.350
H 14.863 19.974 11.320
H 13.864 20.190 12.823
H 15.197 19.251 12.907
H 15.310 22.161 12.375
H 15.500 20.671 14.838
H 15.569 22.459 14.633
C 10.926 12.931 7.950
C 10.826 14.314 7.306
C 10.854 15.398 8.336
O 11.558 16.406 7.639
C 12.350 15.847 6.776
O 13.248 16.466 6.178
O 12.010 14.557 6.648
H 11.568 12.940 8.831
H 11.553 12.342 7.281
H 9.979 12.407 8.074
H 10.019 14.388 6.577
H 11.382 15.093 9.239
H 9.809 15.652 8.512
C 9.730 11.495 14.641
C 10.876 10.529 14.823
C 10.739 9.625 16.111
O 11.096 8.366 15.437
C 10.962 8.454 14.086
O 11.046 7.486 13.338
O 10.758 9.695 13.757
H 9.760 12.135 15.524
H 8.773 10.973 14.632
H 9.752 12.060 13.709
H 11.873 10.967 14.866
H 9.743 9.615 16.556
H 11.463 9.883 16.884
C 18.227 16.469 16.964
C 16.737 16.182 16.734
C 15.907 16.770 17.888
O 14.951 17.612 17.279
C 15.168 17.665 15.975
O 14.498 18.343 15.211
O 16.343 17.005 15.648
H 18.552 16.009 17.897
H 18.455 17.533 16.892
H 18.907 16.075 16.208
H 16.504 15.167 16.410
H 16.554 17.363 18.534
H 15.426 16.003 18.495
C 13.502 16.894 10.481
C 13.796 15.521 11.115
C 13.892 15.439 12.569
O 12.746 14.659 12.956
C 12.084 14.299 11.894
O 10.990 13.779 11.933
O 12.735 14.723 10.832
H 13.394 16.708 9.413
H 14.317 17.597 10.650
H 12.551 17.267 10.861
H 14.723 15.138 10.689
H 13.867 16.419 13.046
H 14.794 14.888 12.839
C 14.332 12.798 8.094
C 14.949 12.208 9.330
C 15.751 10.980 9.119
O 17.012 11.433 9.668
C 16.984 12.631 10.101
O 17.972 13.215 10.616
O 15.777 13.189 9.924
H 13.736 13.708 8.163
H 13.647 12.072 7.655
H 15.127 13.023 7.384
H 14.154 11.912 10.015
H 15.931 10.758 8.067
H 15.303 10.082 9.544
*
```

Atom charges from the Löwdin analysis, given in e for atoms 1 to 6: number 1, C, carries 0.00; number 2, C, carries -0.30; number 3, C, carries -0.14; number 4, O, carries 0.10; number 5, C, carries -0.66; number 6, O, carries 0.16